(a)
Computed, not measured: a gas-phase ion, C5H16NSi (charge +1), with wB97M-V/def2-TZVPD.

XYZ file:
```
23
Properties=species:S:1:pos:R:3:mulliken_charge:R:1
C -2.53520 -0.94222 0.23481 -1.21
C -1.76150 0.31104 0.65013 -0.27
N -0.43764 0.38346 0.01042 0.11
C -0.51933 0.73725 -1.45700 -0.95
C 0.33937 -0.79784 -0.00362 -0.91
Si 2.20049 -0.53249 -0.33016 0.55
C 2.84225 0.46278 1.09796 -1.25
H -2.96677 -1.02362 -0.70133 0.42
H -1.96163 -1.80948 0.47675 0.36
H -3.42717 -0.82475 0.85176 0.38
H -1.53050 0.19566 1.76839 0.31
H -2.19710 1.38233 0.40562 0.35
H 0.09250 1.11209 0.49422 0.29
H -1.26133 0.07097 -1.90218 0.40
H -1.07341 1.63628 -1.63636 0.39
H 0.38251 0.71292 -1.94175 0.35
H 0.00516 -1.53628 -0.71048 0.39
H 0.30198 -1.22036 1.03847 0.43
H 2.36496 -0.15551 -1.66807 -0.14
H 3.16910 -1.55435 -0.04485 -0.16
H 2.76885 0.11549 2.16826 0.34
H 3.81403 0.73702 0.78971 0.39
H 2.55300 1.46532 1.10531 0.44
```

Computed properties:
Frontier orbital gap = 11.710 eV
Net charge = +1
SMILES = CC[N@H+](C)C[SiH2]C



(b)
Computed, not measured: 2 unconnected molecules or ions with the total composition C5H16NSi, with wB97M-V/def2-TZVPD.

XYZ file:
```
23
Properties=species:S:1:pos:R:3:mulliken_charge:R:1
C 0.52074 -2.12840 -1.81838 -1.22
C -1.39057 1.55216 0.02935 -1.23
C -1.73195 0.06487 1.93741 -1.17
C 0.87174 -0.68977 -1.28895 -0.46
C 1.19651 -0.52356 0.11822 0.03
N -1.30446 0.19445 0.55663 -0.12
Si 1.95276 1.17007 0.71459 0.44
H 1.12277 -2.97519 -1.45770 0.37
H 0.57653 -2.03355 -2.90776 0.37
H -0.47551 -2.39695 -1.30097 0.26
H -1.03630 2.30680 0.63458 0.47
H -1.01004 1.65007 -1.01779 0.30
H -2.39754 1.75192 -0.14010 0.49
H -2.64540 0.39926 2.24602 0.42
H -1.52622 -0.90864 2.19907 0.43
H -1.11567 0.53040 2.61337 0.39
H 0.12486 -0.07232 -1.63231 0.28
H 1.77189 -0.50750 -1.95550 0.40
H 1.32749 -1.47348 0.57499 0.52
H -1.54617 -0.45437 -0.14462 0.27
H 1.93816 1.89127 -0.65494 -0.03
H 3.19139 0.60429 0.89261 -0.14
H 1.58500 2.04816 1.80217 -0.03
```

Computed properties:
Frontier orbital gap = 7.695 eV
Net charge = +1



Quick one: most stable of them? (a)



(a)
Computed, not measured: 2 unconnected molecules or ions with the total composition C4H6O4, with wB97M-V/def2-TZVPD.

XYZ file:
```
14
Properties=species:S:1:pos:R:3:mulliken_charge:R:1
C 0.99066 1.14351 -1.54474 -0.72
C 1.20557 -0.06245 -2.43778 0.52
O 2.35239 -0.39835 -2.56303 -0.72
O 0.23415 -0.44353 -2.98792 -0.67
H 0.13749 0.84531 -0.95893 0.09
H 0.81947 1.99682 -2.21766 0.25
H 1.80883 1.49617 -0.94665 0.25
C -0.56510 -1.10042 1.69625 -0.69
C -1.34628 0.02883 2.41536 0.53
O -2.43980 0.37306 2.12995 -0.66
O -0.53794 0.41986 3.30797 -0.74
H 0.20997 -0.57120 1.08647 0.07
H -1.13183 -1.48222 0.78056 0.22
H -0.42341 -1.94983 2.38585 0.28
```

Computed properties:
Frontier orbital gap = 7.714 eV
Net charge = -2



(b)
Computed, not measured: 2 unconnected molecules or ions with the total composition C4H6O4, with wB97M-V/def2-TZVPD.

XYZ file:
```
14
Properties=species:S:1:pos:R:3:mulliken_charge:R:1
C 0.99907 -1.24261 -1.40819 -0.73
C 0.44249 -2.29029 -0.40863 0.48
O -0.55579 -1.99972 0.30224 -0.67
O 0.96837 -3.40529 -0.60003 -0.74
H 0.16719 -0.81529 -2.07041 0.15
H 1.78201 -1.70452 -1.99591 0.32
H 1.35875 -0.31156 -0.91214 0.18
C -1.05585 0.93868 0.37328 -0.84
C -0.36732 2.35500 0.66915 0.54
O 0.68966 2.48007 1.27857 -0.70
O -1.08176 3.20703 0.11985 -0.72
H -0.51112 0.13341 0.71731 0.22
H -1.07661 0.77268 -0.67254 0.09
H -1.99438 1.10389 0.77493 0.41
```

Computed properties:
Frontier orbital gap = 7.258 eV
Net charge = -2



Quick one: most stable of them? (b)



(a)
Computed, not measured: C5H7ClOS in the gas phase, with wB97M-V/def2-TZVPD.

XYZ file:
```
15
Properties=species:S:1:pos:R:3:mulliken_charge:R:1
C 2.07643 -1.09623 -0.28862 -1.10
C 0.52539 -0.91065 -0.31452 0.54
Cl -0.06296 -2.37527 -0.95493 -0.19
C -0.31212 0.13750 0.09036 0.63
C 0.39406 1.30271 0.50674 -0.37
S -0.28548 2.68411 0.96086 -0.28
C -1.82249 0.18874 -0.07019 -0.81
O -2.53454 0.42965 1.17906 -0.53
H 2.35539 -1.12917 -1.46252 0.29
H 2.43487 -2.08354 0.15516 0.33
H 2.71549 -0.31935 0.23604 0.31
H 1.47287 1.42429 0.12379 0.15
H -1.95822 1.02047 -0.75715 0.36
H -2.24186 -0.69270 -0.62965 0.36
H -2.75683 1.41945 1.22557 0.33
```

Computed properties:
Frontier orbital gap = 7.797 eV
SMILES = C/C(Cl)=C(\C=S)CO



(b)
Computed, not measured: C5H7ClOS in the gas phase, with wB97M-V/def2-TZVPD.

XYZ file:
```
15
Properties=species:S:1:pos:R:3:mulliken_charge:R:1
C 1.62500 1.89090 0.20214 -1.34
C 0.34628 1.09481 0.32455 0.31
O 0.59967 -0.06460 1.07695 -0.35
C -0.48980 -0.95353 0.91448 -0.64
C -0.81796 -0.98602 -0.56715 0.42
C -1.39946 -2.01720 -1.17933 -0.35
Cl -1.80468 -2.02043 -2.85449 -0.20
S -0.28050 0.50505 -1.31465 -0.16
H 1.98582 2.22535 1.17086 0.35
H 1.46653 2.78769 -0.39085 0.39
H 2.41330 1.29361 -0.28121 0.33
H -0.44118 1.70040 0.76649 0.31
H -0.18572 -1.91941 1.28114 0.34
H -1.34466 -0.60213 1.48671 0.28
H -1.67264 -2.93451 -0.63564 0.33
```

Computed properties:
Frontier orbital gap = 9.278 eV
SMILES = C[C@@H]1OC/C(=C/Cl)S1



Quick one: most stable of them? (b)



(a)
Computed, not measured: 2 unconnected molecules or ions with the total composition C3H12N2S, with wB97M-V/def2-TZVPD.

XYZ file:
```
18
Properties=species:S:1:pos:R:3:mulliken_charge:R:1
N 1.01175 0.02293 2.17852 -0.60
C -0.22285 -0.76259 2.42106 -0.33
C -1.31129 -0.52747 1.40008 -0.69
S -0.32845 -1.08098 -0.50310 -0.39
H 0.79276 0.99573 2.24809 0.27
H 1.17347 -0.13007 1.17809 0.24
H 0.02185 -1.81825 2.40488 0.26
H -0.62678 -0.51063 3.44484 0.32
H -1.60497 0.50595 1.20649 0.31
H -2.16370 -1.22775 1.41319 0.33
H -0.00802 0.28723 -0.95163 0.16
C 0.28520 1.47721 -2.95352 -0.76
N 0.72406 1.46938 -1.53885 -0.54
H 0.26345 0.41339 -3.30910 0.27
H -0.72780 1.82822 -3.00269 0.32
H 0.94038 2.11486 -3.61960 0.29
H 1.52595 0.85158 -1.35982 0.31
H 1.01151 2.41638 -1.28666 0.23
```

Computed properties:
Frontier orbital gap = 9.059 eV
SMILES = NCCS.CN



(b)
Computed, not measured: 2 unconnected molecules or ions with the total composition C3H12N2S, with wB97M-V/def2-TZVPD.

XYZ file:
```
18
Properties=species:S:1:pos:R:3:mulliken_charge:R:1
C 0.62856 -0.76475 -1.48677 -0.94
S -0.15139 0.73943 -2.21510 -0.10
C -1.24549 0.35713 -3.70406 -0.70
H 1.51519 -0.44463 -0.99986 0.31
H 1.02476 -1.51923 -2.15453 0.39
H 0.18804 -1.13173 -0.60432 0.30
H -2.31368 0.81447 -3.65502 0.25
H -0.82753 0.86874 -4.58807 0.26
H -1.18774 -0.63849 -3.69523 0.25
N -0.03489 0.82933 3.67036 -0.54
C -0.07943 -0.61484 3.48370 -0.35
N 0.92424 -1.14089 2.44885 -0.58
H 0.88986 1.23853 3.80860 0.21
H -0.49126 1.37145 3.03050 0.23
H 0.07279 -1.29154 4.40493 0.26
H -1.01612 -1.08914 3.14379 0.33
H 0.73194 -0.87227 1.48105 0.21
H 1.78874 -0.82131 2.67816 0.21
```

Computed properties:
Frontier orbital gap = 9.503 eV
SMILES = CSC.NCN



Quick one: most stable of them? (a)